(1)
20
Properties=species:S:1:pos:R:3:lowdin_charge:R:1 method="wB97M-V/def2-TZVPD" e_homo_ev=-9.8 relative_energy_kj_mol=112.55 lumo_ev=0.832 total_energy_ha=-494.60086 orbital_gap_ev=10.602
C -2.6956 -0.4484 -0.1636 -0.069
C -1.8063 -1.6413 -0.0440 -0.188
C 0.2355 -0.6917 -0.9030 -0.421
C 2.4161 0.6640 -0.0337 -0.198
C 1.8592 2.0826 0.0804 -0.063
C 0.3739 -0.5564 1.0239 -0.413
H -3.7564 -0.6980 -0.3960 0.092
H -2.7742 0.0476 0.7718 0.059
H -2.2978 0.3523 -0.8558 0.100
H -1.9978 -2.1693 0.8876 0.127
H -1.8838 -2.4378 -0.7090 0.106
H 3.0574 0.4362 0.8356 0.132
H 2.8327 0.4033 -0.9755 0.112
H 2.5592 2.8210 0.2515 0.033
H 1.4360 2.3289 -0.9389 0.099
H 1.0984 2.0296 0.9164 0.098
N -0.4140 -1.2963 0.1175 0.061
N 1.3246 -0.2571 0.0002 0.053
O 0.0496 -0.5218 -2.0806 0.137
O 0.3832 -0.4472 2.2153 0.141

=====

(2)
18
Properties=species:S:1:pos:R:3:lowdin_charge:R:1 method="wB97M-V/def2-TZVPD" e_homo_ev=-8.1 relative_energy_kj_mol=155.28 lumo_ev=0.972 total_energy_ha=-289.91254 orbital_gap_ev=9.087
C -1.5590 -0.2381 -1.2309 -0.075
C -0.6288 -0.4023 -0.0294 -0.342
C 0.5741 -1.2780 -0.3881 -0.144
C 0.0568 0.9383 0.3355 -0.384
C 0.4486 1.0317 1.8169 -0.080
C 1.3483 1.0038 -0.4839 -0.023
N 1.5442 -0.2525 -0.8237 -0.032
H -2.3676 0.4655 -1.0089 0.078
H -2.0097 -1.1917 -1.5281 0.076
H -1.0046 0.1560 -2.0914 0.086
H -1.1804 -0.8219 0.8194 0.135
H 2.3667 -0.5328 -1.3432 0.120
H 0.3715 -1.9967 -1.1900 0.116
H 0.9777 -1.8286 0.4713 0.115
H -0.5937 1.7875 0.0925 0.126
H 0.9841 1.9638 2.0192 0.074
H -0.4376 0.9924 2.4598 0.077
H 1.1094 0.2036 2.1031 0.078

=====

(3)
125
Properties=species:S:1:pos:R:3:lowdin_charge:R:1 method="wB97M-V/def2-TZVPD" e_homo_ev=-10.0 relative_energy_kj_mol=110.45 lumo_ev=-4.624 total_energy_ha=-4531.63479 total_charge=+1 orbital_gap_ev=5.334
Hg -1.7382 3.7641 -0.1915 1.338
O 0.5403 0.4564 0.5793 0.103
C -0.1400 1.5650 0.2638 -0.769
O 0.4768 2.6727 0.1779 -0.082
O -1.3762 1.5109 -0.0517 -0.109
H -0.2097 -0.1741 0.5884 0.087
C -0.5685 -5.5519 -0.2726 -0.078
C -0.0237 -4.9914 -1.5934 -0.237
N -0.8422 -3.8892 -2.0846 -0.191
C -0.5810 -3.5334 -3.4863 -0.223
C 0.9005 -3.1480 -3.7564 -0.094
C -0.9939 -2.7323 -1.2495 -0.269
C -2.2555 -1.9316 -1.5930 -0.080
H -1.5862 -5.8856 -0.4715 0.079
H -0.4341 -4.8792 0.5713 0.062
H 0.0596 -6.4082 -0.0148 0.074
H 0.9554 -4.5658 -1.3275 0.094
H 0.0064 -5.7610 -2.3605 0.125
H -0.7874 -4.4120 -4.1004 0.112
H -1.1737 -2.6977 -3.8494 0.094
H 1.5885 -3.9767 -3.5832 0.062
H 1.0780 -2.7351 -4.7462 0.072
H 1.0850 -2.4619 -2.9221 0.046
H -0.1441 -2.0245 -1.2440 0.101
H -1.0783 -2.9479 -0.1825 0.093
H -2.6128 -1.2318 -0.8338 0.051
H -3.0528 -2.6744 -1.6931 0.084
H -2.1883 -1.3685 -2.5260 0.048
C 3.8838 0.1544 -0.4982 -0.079
C 3.7459 -1.3568 -0.5974 -0.250
N 4.8261 -1.9621 -1.3778 -0.185
C 4.5502 -1.8715 -2.8117 -0.255
C 5.7439 -2.2398 -3.6825 -0.080
C 5.1906 -3.2794 -0.9283 -0.247
C 4.0905 -4.3500 -1.1562 -0.075
H 4.8002 0.4310 0.0238 0.077
H 3.0394 0.6907 -0.0624 0.053
H 3.9719 0.5835 -1.5005 0.051
H 3.7959 -1.7855 0.4069 0.112
H 2.7646 -1.6531 -0.9951 0.100
H 3.7050 -2.4993 -3.1275 0.097
H 4.2577 -0.8439 -3.0299 0.090
H 6.6651 -1.7546 -3.3589 0.082
H 5.8915 -3.3164 -3.7480 0.068
H 5.5430 -1.8364 -4.6774 0.073
H 5.5467 -3.3521 0.1025 0.111
H 6.0990 -3.6022 -1.4444 0.105
H 3.0512 -4.0387 -1.2195 0.037
H 4.1861 -5.1904 -0.4633 0.072
H 4.3427 -4.8678 -2.0889 0.068
C 2.2823 0.0157 3.1685 -0.234
C 3.7741 -0.2132 3.4962 -0.185
C 4.0653 0.7696 4.6523 -0.199
S 2.5239 0.9762 5.6039 0.698
O 2.2615 2.3849 5.8445 -0.339
O 2.5086 0.0579 6.7140 -0.316
C 1.3815 0.2101 4.3930 -0.198
H 1.9002 -0.8116 2.5683 0.110
H 2.2806 0.8713 2.4868 0.091
H 4.3347 -0.0370 2.5839 0.101
H 3.8752 -1.2301 3.8793 0.119
H 4.1751 1.7338 4.1483 0.098
H 4.8538 0.6317 5.3864 0.106
H 0.5277 0.8733 4.2777 0.067
H 1.0712 -0.7441 4.8052 0.096
C -4.4144 -0.3275 2.1258 -0.188
C -4.4005 -1.8740 2.1815 -0.211
C -3.4916 -2.3162 3.3220 -0.211
S -2.1024 -1.1345 3.2159 0.719
O -1.3456 -1.3401 1.9834 -0.322
O -1.4878 -0.9870 4.5201 -0.316
C -3.2676 0.2469 2.9804 -0.216
H -5.3570 0.0168 2.5498 0.111
H -4.2755 0.1053 1.1363 0.084
H -4.0068 -2.2880 1.2532 0.103
H -5.3829 -2.2905 2.3979 0.116
H -3.2622 -3.3744 3.2166 0.113
H -3.9535 -2.1418 4.2936 0.111
H -2.6245 1.0307 2.5831 0.060
H -3.5934 0.5544 3.9721 0.109
C 1.5264 1.0392 -3.1560 -0.216
C 0.6497 0.6568 -4.3651 -0.172
C -0.6866 1.3928 -4.0490 -0.188
S -0.1707 3.0744 -3.5340 0.748
O -0.8524 3.5139 -2.3190 -0.430
O -0.1184 3.9896 -4.6639 -0.297
C 1.5302 2.5604 -3.1111 -0.196
H 2.5331 0.6366 -3.2848 0.097
H 1.2555 0.6091 -2.1882 0.107
H 0.4330 -0.4088 -4.4354 0.092
H 1.0058 0.9359 -5.3559 0.125
H -1.1470 0.8684 -3.2109 0.092
H -1.3949 1.4634 -4.8715 0.108
H 1.9833 3.0196 -2.2364 0.108
H 2.1337 2.8713 -3.9668 0.110
C 1.5859 4.9505 3.7355 -0.205
C 0.7759 5.1731 5.0183 -0.200
C -0.6725 4.8589 4.6470 -0.176
S -0.6402 3.6618 3.2436 0.770
O -1.1406 4.3095 2.0227 -0.420
O -1.2524 2.4301 3.6956 -0.316
C 1.2071 3.5835 3.1364 -0.177
H 2.6528 5.1053 3.8886 0.126
H 1.3014 5.7500 3.0440 0.116
H 0.8747 6.1834 5.4138 0.122
H 1.1239 4.5388 5.8343 0.102
H -1.2679 5.6928 4.2795 0.105
H -1.1944 4.2886 5.4126 0.106
H 1.5096 3.4859 2.0957 0.089
H 1.6303 2.7964 3.7601 0.057
C -7.0999 2.8419 -2.4165 -0.214
C -6.8128 1.4100 -1.8960 -0.179
C -5.2990 1.1290 -1.8932 -0.192
S -4.5050 2.6737 -2.3778 0.728
O -4.2218 2.6575 -3.7888 -0.281
O -3.3931 2.9668 -1.4709 -0.445
C -5.9598 3.7807 -2.1062 -0.189
H -8.0260 3.0881 -1.8981 0.121
H -7.2701 2.8755 -3.4919 0.123
H -7.3226 0.6920 -2.5327 0.121
H -7.1451 1.3220 -0.8643 0.115
H -4.9343 0.4117 -2.6250 0.112
H -4.9472 0.9511 -0.8801 0.081
H -5.7543 4.6496 -2.7267 0.112
H -5.9281 4.1040 -1.0634 0.108

=====

(4)
12
Properties=species:S:1:pos:R:3:lowdin_charge:R:1 method="wB97M-V/def2-TZVPD" e_homo_ev=-9.2 relative_energy_kj_mol=114.35 lumo_ev=0.481 total_energy_ha=-720.70294 smiles="N[C@]1(C(=O)O)CS1" orbital_gap_ev=9.638
N -0.0854 1.2350 -0.7342 0.019
C -0.1726 0.0968 0.1031 -0.737
C 1.1020 -0.7392 0.1253 -0.481
O 1.0941 -1.8379 0.4969 0.140
O 2.2702 -0.0946 -0.3741 0.105
C -1.3582 -0.8556 0.2850 -0.300
S -0.9707 0.1929 1.7229 0.872
H 0.3845 2.1055 -0.3075 0.131
H -1.0236 1.6488 -0.9253 0.107
H 1.9386 0.7257 -0.6481 0.030
H -2.3076 -0.6495 -0.0371 0.040
H -0.8716 -1.8278 0.2930 0.075

=====

(5)
43
Properties=species:S:1:pos:R:3:lowdin_charge:R:1 method="wB97M-V/def2-TZVPD" e_homo_ev="-18.0 / -18.0" relative_energy_kj_mol=0.00 lumo_ev="-11.227 / -11.230" total_energy_ha=-2635.62957 total_charge=+3 multiplicity=6 s2=8.752 orbital_gap_ev="6.763 / 6.767"
O 1.4589 -0.9067 2.9038 0.282
H 1.8837 -1.4186 2.1987 0.145
H 0.6294 -0.5055 2.4822 0.045
H 2.0199 -0.1636 3.1555 0.159
O 3.9117 -0.1240 -0.3144 0.328
H 4.4297 -0.2494 0.4939 0.187
H 2.9555 -0.3706 -0.1892 0.080
H 3.9875 0.7710 -0.6726 0.181
O 0.5841 -3.1501 -0.3865 0.271
H -0.1122 -3.5649 0.1614 0.143
H 1.4804 -3.4779 -0.2356 0.176
H 0.6507 -2.1858 -0.1685 0.045
O 2.0616 2.7715 1.6696 0.304
H 2.8130 2.9715 1.0941 0.175
H 2.3826 2.3850 2.4948 0.173
H 1.4086 2.1907 1.1598 0.040
Mn -1.0205 1.9306 -1.1045 0.994
P 0.1305 0.0606 0.3056 0.222
O -0.8836 -0.1011 -0.9169 -0.388
O 1.4071 -0.7969 0.0494 -0.326
O -0.5480 -0.4218 1.6258 -0.313
O 0.3276 1.5870 0.3874 -0.337
O 0.5313 -1.2583 -2.9332 -0.054
H 0.1534 -0.8921 -2.1237 -0.050
H -0.2217 -1.5982 -3.4233 0.053
O -1.3297 -2.8129 1.3626 -0.030
H -1.2104 -1.8446 1.3230 -0.017
H -1.2648 -3.0317 2.2961 0.079
O -2.6333 0.6722 2.7562 -0.032
H -2.0360 0.0010 2.4045 -0.005
H -3.1840 0.2077 3.3925 0.087
O -2.5853 1.9650 0.3548 -0.037
H -3.2128 2.6877 0.4572 0.108
H -2.6583 1.4603 1.1824 0.031
O -2.1708 1.6448 -2.8952 -0.020
H -3.0984 1.5684 -3.1438 0.118
H -1.6879 1.2910 -3.6476 0.088
O 0.6890 2.0423 -2.5365 -0.028
H 0.7167 1.7400 -3.4507 0.100
H 1.5589 2.4160 -2.3796 0.083
O -3.0754 -1.3626 -1.5845 -0.044
H -2.4187 -0.8464 -1.0996 -0.036
H -2.8199 -1.2807 -2.5053 0.023